Molecular formula: C2H9N2
Method: DFT, ωB97M-V/def2-TZVPD

Values from the calculation:
- Relative energy (zero: lowest compared OMol25 entry of this formula, charge and spin): 1.396 eV
- Orbital gap: 0.3523 Ha
- Max |F|: 0.0576 Eh/bohr
- Electronic energy: -5192.558 eV

ORCA input file:
```
! wB97M-V def2-TZVPD RIJCOSX def2/J DEFGRID3
* xyz 1 1
N 1.542 -1.610 -0.053
H 1.140 -2.154 0.711
H 2.463 -1.219 0.153
H 0.831 -0.826 -0.287
H 1.731 -2.180 -0.877
C -0.865 1.383 1.078
C -1.011 0.400 0.195
N -0.236 0.283 -1.010
H -0.347 2.335 1.030
H -1.557 1.356 1.902
H -2.044 0.093 0.045
H -0.792 -0.094 -1.765
H 0.223 1.100 -1.399
*
```